Formula: C32H20ClINO13P
Source: OMol25
Level of theory: the ωB97M-V functional and the def2-TZVPD basis

Cartesian coordinates (Å):
N 4.834 -1.629 3.071
C 4.298 -0.709 2.641
O 3.814 0.477 2.329
P 2.177 0.473 2.097
Cl 1.732 1.023 0.236
I 1.235 2.133 3.537
C 1.346 -1.209 2.445
O 1.440 -2.022 1.542
O 0.820 -1.285 3.541
C -2.895 0.525 -3.725
C -2.477 0.516 -2.461
C -1.088 0.137 -2.110
O -0.708 0.127 -0.955
C -0.176 -0.233 -3.219
C -0.586 -0.225 -4.485
C -1.980 0.156 -4.835
O -2.358 0.162 -5.988
H -3.912 0.800 -3.997
H -3.125 0.782 -1.635
H 0.834 -0.507 -2.940
H 0.063 -0.491 -5.310
C 3.159 4.385 7.130
C 3.628 4.370 8.374
C 5.033 3.983 8.662
O 5.460 3.967 9.795
C 5.892 3.615 7.509
C 5.421 3.631 6.265
C 4.019 4.018 5.978
O 3.590 4.033 4.842
H 2.139 4.664 6.898
H 3.018 4.635 9.228
H 6.912 3.336 7.739
H 6.031 3.366 5.410
C -9.165 1.535 -5.071
C -8.027 0.919 -4.761
C -6.832 1.684 -4.335
O -5.793 1.121 -4.053
C -6.947 3.161 -4.265
C -8.084 3.778 -4.576
C -9.284 3.014 -5.003
O -10.319 3.575 -5.283
H -10.049 0.997 -5.385
H -7.920 -0.157 -4.803
H -6.062 3.698 -3.951
H -8.190 4.855 -4.533
C -0.715 -3.743 -8.933
C -0.560 -2.594 -8.280
C 0.778 -2.146 -7.824
O 0.913 -1.098 -7.227
C 1.937 -3.021 -8.122
C 1.783 -4.170 -8.775
C 0.444 -4.621 -9.233
O 0.304 -5.666 -9.830
H -1.682 -4.091 -9.274
H -1.390 -1.937 -8.049
H 2.904 -2.673 -7.780
H 2.614 -4.824 -9.004
C 2.192 -2.284 6.343
C 1.419 -3.213 6.899
C 1.811 -3.887 8.160
O 1.111 -4.735 8.670
C 3.100 -3.484 8.780
C 3.873 -2.554 8.225
C 3.478 -1.881 6.962
O 4.182 -1.030 6.459
H 1.922 -1.783 5.422
H 0.477 -3.518 6.461
H 3.368 -3.987 9.701
H 4.815 -2.247 8.661

Summary:
orbital gap = 8.0 eV
relative energy (zero: lowest compared OMol25 entry of this formula, charge and spin) = 8.47 kcal per mole
multiplicity = 1
charge = 0

***

Formula: C20H28N2O3S
Source: OMol25
Level of theory: the ωB97M-V functional and the def2-TZVPD basis

Cartesian coordinates (Å):
C 2.607 -3.649 0.032
C 2.544 -2.174 0.419
O 1.622 -1.440 -0.354
C 1.876 -1.201 -1.684
C 3.122 -1.342 -2.270
C 3.331 -1.011 -3.601
C 2.280 -0.539 -4.359
C 1.025 -0.408 -3.792
C 0.785 -0.731 -2.457
N -0.452 -0.534 -1.870
C -1.412 0.391 -2.414
C -2.135 1.072 -1.244
N -2.777 0.069 -0.422
C -3.775 0.516 0.518
C -3.333 1.037 1.907
O -2.935 -0.058 2.700
C -2.210 2.070 1.838
O -1.844 2.422 3.161
C -0.638 3.163 3.214
C 0.545 2.390 2.716
C 1.213 1.386 3.347
C 2.245 0.826 2.560
C 2.342 1.404 1.337
S 1.179 2.647 1.119
C -1.825 -0.899 0.088
C -1.110 -1.556 -1.090
H 1.625 -4.104 0.140
H 2.927 -3.764 -1.001
H 3.308 -4.169 0.679
H 2.166 -2.074 1.441
H 3.543 -1.721 0.378
H 3.962 -1.691 -1.688
H 4.315 -1.123 -4.030
H 2.427 -0.283 -5.398
H 0.206 -0.065 -4.405
H -0.902 1.157 -3.000
H -2.152 -0.122 -3.049
H -2.902 1.748 -1.632
H -1.383 1.670 -0.706
H -4.368 1.294 0.032
H -4.429 -0.339 0.723
H -4.211 1.516 2.377
H -2.483 0.307 3.472
H -2.534 2.960 1.279
H -1.345 1.625 1.338
H -0.744 4.092 2.635
H -0.509 3.411 4.271
H 0.977 1.059 4.344
H 2.886 0.032 2.898
H 3.019 1.180 0.538
H -2.372 -1.643 0.668
H -1.062 -0.446 0.738
H -0.382 -2.276 -0.726
H -1.851 -2.079 -1.715

Summary:
orbital gap = 8.1 eV
relative energy (zero: lowest compared OMol25 entry of this formula, charge and spin) = 41.31 kcal per mole
SMILES = CCOc1ccccc1N1CCN(C[C@@H](O)COCc2cccs2)CC1
multiplicity = 1
charge = 0

***

Repeat the first record exactly.
Formula: C32H20ClINO13P
Source: OMol25
Level of theory: the ωB97M-V functional and the def2-TZVPD basis

Cartesian coordinates (Å):
N 4.834 -1.629 3.071
C 4.298 -0.709 2.641
O 3.814 0.477 2.329
P 2.177 0.473 2.097
Cl 1.732 1.023 0.236
I 1.235 2.133 3.537
C 1.346 -1.209 2.445
O 1.440 -2.022 1.542
O 0.820 -1.285 3.541
C -2.895 0.525 -3.725
C -2.477 0.516 -2.461
C -1.088 0.137 -2.110
O -0.708 0.127 -0.955
C -0.176 -0.233 -3.219
C -0.586 -0.225 -4.485
C -1.980 0.156 -4.835
O -2.358 0.162 -5.988
H -3.912 0.800 -3.997
H -3.125 0.782 -1.635
H 0.834 -0.507 -2.940
H 0.063 -0.491 -5.310
C 3.159 4.385 7.130
C 3.628 4.370 8.374
C 5.033 3.983 8.662
O 5.460 3.967 9.795
C 5.892 3.615 7.509
C 5.421 3.631 6.265
C 4.019 4.018 5.978
O 3.590 4.033 4.842
H 2.139 4.664 6.898
H 3.018 4.635 9.228
H 6.912 3.336 7.739
H 6.031 3.366 5.410
C -9.165 1.535 -5.071
C -8.027 0.919 -4.761
C -6.832 1.684 -4.335
O -5.793 1.121 -4.053
C -6.947 3.161 -4.265
C -8.084 3.778 -4.576
C -9.284 3.014 -5.003
O -10.319 3.575 -5.283
H -10.049 0.997 -5.385
H -7.920 -0.157 -4.803
H -6.062 3.698 -3.951
H -8.190 4.855 -4.533
C -0.715 -3.743 -8.933
C -0.560 -2.594 -8.280
C 0.778 -2.146 -7.824
O 0.913 -1.098 -7.227
C 1.937 -3.021 -8.122
C 1.783 -4.170 -8.775
C 0.444 -4.621 -9.233
O 0.304 -5.666 -9.830
H -1.682 -4.091 -9.274
H -1.390 -1.937 -8.049
H 2.904 -2.673 -7.780
H 2.614 -4.824 -9.004
C 2.192 -2.284 6.343
C 1.419 -3.213 6.899
C 1.811 -3.887 8.160
O 1.111 -4.735 8.670
C 3.100 -3.484 8.780
C 3.873 -2.554 8.225
C 3.478 -1.881 6.962
O 4.182 -1.030 6.459
H 1.922 -1.783 5.422
H 0.477 -3.518 6.461
H 3.368 -3.987 9.701
H 4.815 -2.247 8.661

Summary:
orbital gap = 8.0 eV
relative energy (zero: lowest compared OMol25 entry of this formula, charge and spin) = 8.47 kcal per mole
multiplicity = 1
charge = 0